[1]
The following is a DFT calculation (wB97M-V/def2-TZVPD) of a cluster of 2 separate species, CH3IO2 in total at a distorted geometry.

The geometry in XYZ format:
```
7
Properties=species:S:1:pos:R:3:lowdin_charge:R:1
C 0.2995 0.8146 0.9319 -0.086
O 0.4324 1.3544 -0.1417 -0.050
O -1.4441 -1.5788 -0.6016 -1.068
I -0.1047 -1.5131 -1.7821 1.234
H 0.3354 1.1783 1.9107 0.075
H 0.1307 -0.2547 0.9096 0.046
H 0.3508 -0.0007 -1.2268 -0.151
```

For the lowest unoccupied orbital energy, the calculation gives 0.11 eV. The calculation puts the energy above the lowest of the compared OMol25 structures with the same formula, charge and spin at 109.2 kcal per mole. For the HOMO energy, the calculation gives -8.5 eV. The calculation puts the HOMO-LUMO gap at 8.64 eV. Its charge is 0.

=====

[2]
The following is a DFT calculation (wB97M-V/def2-TZVPD) of the molecule CH3IO2 at a distorted geometry.

The geometry in XYZ format:
```
7
Properties=species:S:1:pos:R:3:lowdin_spin:R:1
C 0.1729 0.0212 -0.2647 0.606
O -0.6620 0.9404 0.2110 0.159
O -0.3995 -1.1574 -0.5214 0.222
I 1.7730 -0.3755 1.5089 0.951
H 0.9330 0.2076 -0.9447 0.050
H -0.4760 1.8129 0.2577 0.006
H -1.3415 -1.4491 -0.2468 0.005
```

For the lowest unoccupied orbital energy (spin up / spin down), the calculation gives 0.62 / -2.85 eV. The calculation puts the energy above the lowest of the compared OMol25 structures with the same formula, charge and spin at 0.0 kcal per mole. For the HOMO energy (spin up / spin down), the calculation gives -5.7 / -9.3 eV. The calculation puts the HOMO-LUMO gap (spin up / spin down) at 6.34 / 6.45 eV. Its multiplicity is 3. Its charge is 0.

=====

no.,molar mass (Da)
1,173.94
2,173.94